Entry 1:
{"formula": "C9H8N3", "method": "ωB97M-V with the def2-TZVPD basis set", "charge": 1, "e_tot_ev": -13925.218, "smiles": "c1cc[n+](-c2cccnc2)nc1", "mol_weight_g_mol": 158.18, "multiplicity": 1, "gap_ev": 8.35, "species": ["C", "C", "C", "N", "C", "C", "C", "C", "N", "C", "N", "C", "H", "H", "H", "H", "H", "H", "H", "H"], "coordinates": [[3.3145, -0.1848, -0.0938], [2.6869, 0.4457, 0.9502], [1.3009, 0.5067, 0.8993], [0.6382, -0.0403, -0.1045], [-0.8211, 0.0257, -0.1481], [-1.5637, -0.2900, 0.9793], [-2.9437, -0.2271, 0.8341], [-3.4625, 0.1669, -0.4005], [-2.7331, 0.4766, -1.4672], [-1.4120, 0.3903, -1.3487], [1.2104, -0.6594, -1.1332], [2.5205, -0.7161, -1.1083], [4.3846, -0.2924, -0.1476], [3.2263, 0.8926, 1.7668], [0.7349, 1.0261, 1.6521], [-1.1082, -0.6351, 1.8937], [-3.6026, -0.4906, 1.6423], [-4.5344, 0.2139, -0.5186], [-0.8164, 0.6273, -2.2149], [2.9805, -1.2362, -1.9323]], "forces_ev_per_angstrom": [[-0.0246, 0.0715, 0.3037], [0.0175, -0.1726, -0.3435], [0.4018, 0.2704, 0.3688], [-0.5291, -0.1554, -0.3376], [0.4843, -0.0669, -0.0866], [-0.4556, -0.0323, -0.4614], [0.4935, 0.1505, -0.3016], [-0.0946, -0.1247, 0.3021], [0.2979, -0.0996, 0.1076], [-0.4087, 0.0121, 0.3192], [-0.1271, 0.1803, 0.3933], [0.1398, -0.2014, -0.2551], [0.1519, 0.0418, 0.0259], [0.0180, 0.0701, 0.1444], [-0.2751, 0.0050, 0.0444], [0.0975, 0.0182, 0.1357], [-0.0957, -0.0146, 0.1334], [-0.1321, 0.0644, -0.1121], [0.1276, 0.0357, -0.1533], [-0.0871, -0.0525, -0.2274]], "nbo_charge": [-0.132, -0.173, 0.090, -0.065, 0.040, -0.178, -0.223, 0.075, -0.363, 0.057, -0.130, 0.043, 0.263, 0.268, 0.257, 0.238, 0.247, 0.219, 0.223, 0.246]}

=====

Entry 2:
{"formula": "C9H8N4O2", "method": "ωB97M-V with the def2-TZVPD basis set", "e_tot_ev": -19513.574, "smiles": "N#C/C=C(/N)N(O)c1ccccc1N=O", "mol_weight_g_mol": 204.19, "multiplicity": 1, "gap_ev": [7.40, 7.40], "species": ["N", "C", "C", "C", "N", "N", "O", "C", "C", "C", "C", "C", "C", "N", "O", "H", "H", "H", "H", "H", "H", "H", "H"], "coordinates": [[1.2969, 1.6583, -3.6204], [0.4123, 0.9689, -3.3594], [-0.6440, 0.1458, -2.9803], [-0.9735, -0.0370, -1.6742], [-1.9886, -0.8562, -1.2703], [-0.3931, 0.7610, -0.6808], [-0.3727, 2.1297, -0.9432], [0.0410, 0.3544, 0.5509], [0.1745, 1.2946, 1.5804], [0.6506, 0.9270, 2.8171], [1.0316, -0.3899, 3.0770], [0.9322, -1.3239, 2.0810], [0.4427, -0.9833, 0.8069], [0.3754, -1.8892, -0.2321], [0.8220, -3.0294, -0.0627], [-1.1728, -0.3741, -3.7618], [-2.2106, -1.6408, -1.8597], [-2.0924, -1.0244, -0.2824], [0.4322, 2.3433, -1.4512], [-0.1095, 2.3142, 1.3793], [0.7253, 1.6671, 3.5984], [1.3987, -0.6635, 4.0521], [1.2219, -2.3524, 2.2354]], "forces_ev_per_angstrom": [[0.2380, 0.2472, -0.0495], [0.5300, 0.2994, -0.0117], [-0.6780, -0.6936, 0.4744], [-0.2766, 0.3086, -0.5676], [-0.1525, 0.1609, 0.0639], [0.0577, 0.2462, -0.7741], [-0.2399, 0.0260, 0.2648], [0.3974, -0.4181, 0.3634], [-0.0761, 0.1799, -0.0093], [-0.0121, -0.1346, -0.1657], [0.0161, -0.0456, 0.0687], [-0.1590, -0.0914, -0.2104], [0.1958, 0.5714, 1.3038], [0.6745, -1.8870, -1.2244], [-0.5765, 1.6403, 0.3130], [-0.1616, -0.0475, 0.0042], [0.1237, -0.0314, 0.0538], [0.0200, 0.0267, -0.1217], [-0.0109, -0.4066, 0.0360], [-0.0142, 0.0555, 0.0072], [0.0052, 0.1184, 0.0518], [0.0660, -0.0580, 0.1183], [0.0331, -0.0667, 0.0111]], "nbo_charge": [-0.376, 0.276, -0.486, 0.454, -0.775, -0.172, -0.529, 0.265, -0.273, -0.136, -0.251, -0.146, -0.078, 0.079, -0.319, 0.246, 0.401, 0.398, 0.496, 0.243, 0.221, 0.222, 0.240]}

=====

Entry 3:
{"formula": "C9H8NO2S", "method": "ωB97M-V with the def2-TZVPD basis set", "charge": -1, "e_tot_ev": -25884.340, "smiles": "CC(=O)S/C([O-])=N/c1ccccc1", "mol_weight_g_mol": 194.24, "multiplicity": 1, "gap_ev": 6.75, "species": ["C", "C", "O", "S", "C", "O", "N", "C", "C", "C", "C", "C", "C", "H", "H", "H", "H", "H", "H", "H", "H"], "coordinates": [[-1.1065, -0.7561, 1.4500], [0.0728, -1.5678, 0.9962], [1.0595, -1.8471, 1.6397], [-0.0765, -2.1206, -0.7057], [-0.4305, -3.8683, -0.5770], [-1.3043, -4.3128, -1.3254], [0.3914, -4.4409, 0.3085], [0.5395, -5.7611, 0.4416], [1.2288, -6.2952, 1.5800], [1.5215, -7.6468, 1.6770], [1.0984, -8.5454, 0.6804], [0.3568, -8.0625, -0.4031], [0.0536, -6.7205, -0.4953], [-0.9052, -0.3378, 2.4364], [-1.2464, 0.0768, 0.7532], [-1.9926, -1.3929, 1.4992], [1.4980, -5.5882, 2.3663], [2.0756, -8.0231, 2.5369], [1.3153, -9.6078, 0.7609], [-0.0099, -8.7273, -1.1777], [-0.5845, -6.3633, -1.2925]], "forces_ev_per_angstrom": [[0.3361, 0.3963, 0.5782], [1.3938, -0.9998, 0.1199], [-1.1337, 0.7927, 0.0777], [-0.4714, 1.6944, -0.9782], [0.7150, -2.3882, 0.9207], [0.1829, 0.4289, 0.0543], [-0.6182, 1.9877, -0.3014], [-0.3000, -2.3407, 0.1927], [-0.2521, 0.4404, -0.5317], [-0.3168, -0.2046, -0.3898], [0.0677, 0.0814, 0.0398], [0.2779, -0.0391, 0.6432], [0.0462, 0.4585, -0.0091], [0.0016, -0.0592, 0.1004], [-0.2397, -0.2956, -0.0270], [0.0404, 0.1453, -0.2457], [0.1261, -0.1789, -0.2267], [-0.1251, 0.0802, -0.1105], [0.0559, 0.1329, 0.0285], [0.0247, -0.1250, 0.0927], [0.1888, -0.0076, -0.0281]], "nbo_charge": [-0.718, 0.449, -0.513, 0.025, 0.518, -0.684, -0.678, 0.202, -0.261, -0.224, -0.301, -0.215, -0.294, 0.210, 0.230, 0.243, 0.207, 0.190, 0.187, 0.190, 0.236]}